The following is a quantum chemistry calculation of a single C12H18N2 molecule in a non-equilibrium geometry, from the OMol25 dataset.

Summary:
calculated total energy	-15710.4563	eV
LUMO level (spin up / spin down)	0.835 / -1.303	eV
max |F|	5.3	eV Å⁻¹
spin multiplicity	3
orbital gap (spin up / spin down)	6.557 / 7.949	eV
total charge	0

Each atom is followed by the atoms it is bonded to, with distances in Å.
Positions of all 32 atoms, in Å:
1 C 0.080 -2.612 1.613  H2 1.061, H5 1.105, H22 1.067, C31 1.641
2 H 1.071 -2.402 1.297  C1 1.061
3 H -1.153 -1.715 -1.630  C29 1.128
4 H 2.131 2.140 1.942  C25 1.108
5 H -0.181 -3.684 1.568  C1 1.105
6 H 0.501 -2.045 -1.163  C29 1.125
7 H 1.914 2.137 -1.961  C17 1.194
8 C 0.705 2.637 0.444  C11 1.321, C25 1.462, H26 1.086
9 H 3.628 1.411 -2.183  C17 1.185
10 H -2.831 -1.953 0.068  C12 1.063
11 C -0.394 2.188 -0.134  C8 1.321, N16 1.363, C30 1.452
12 C -2.249 -2.036 0.954  H10 1.063, H13 1.047, H28 1.138, C31 1.538
13 H -2.121 -2.898 1.535  C12 1.047
14 H 3.706 0.833 0.345  C15 1.124
15 C 2.858 1.499 0.027  H14 1.124, C17 1.526, C25 1.321
16 N -1.359 2.880 -0.802  C11 1.363, H23 1.060, N24 1.338
17 C 2.676 1.354 -1.481  H7 1.194, H9 1.185, C15 1.526, H18 1.079
18 H 2.311 0.355 -1.665  C17 1.079
19 C -2.095 0.861 -0.851  N24 1.322, H27 1.039, C30 1.418
20 H -0.825 -3.402 -1.022  C29 1.119
21 C -0.308 -0.323 0.373  C30 1.371, C31 1.573, H32 1.066
22 H -0.182 -2.275 2.591  C1 1.067
23 H -1.423 3.933 -0.899  N16 1.060
24 N -2.378 2.107 -1.194  N16 1.338, C19 1.322
25 C 1.989 2.064 0.845  H4 1.108, C8 1.462, C15 1.321
26 H 0.759 3.718 0.531  C8 1.086
27 H -2.795 0.097 -0.937  C19 1.039
28 H -2.561 -1.300 1.764  C12 1.138
29 C -0.555 -2.324 -0.893  H3 1.128, H6 1.125, H20 1.119, C31 1.490
30 C -0.841 0.807 -0.192  C11 1.452, C19 1.418, C21 1.371
31 C -0.802 -1.812 0.484  C1 1.641, C12 1.538, C21 1.573, C29 1.490
32 H 0.725 -0.239 0.623  C21 1.066